# 1
# C21H27N5

3 unconnected molecules or ions with the total composition C21H27N5 (ωB97M-V/def2-TZVPD, OMol25).

Last column: Löwdin charge in e.
Atoms and positions in Å:
1 C -0.563 -2.660 1.529  -0.06
2 C -0.472 -2.888 0.010  -0.40
3 C 0.982 -3.032 -0.452  -0.07
4 C -1.106 -1.736 -0.795  -0.13
5 C -2.224 -1.011 -0.113  -0.23
6 N -1.971 0.202 0.304  0.17
7 C -2.941 0.877 0.986  -0.20
8 C -2.706 2.184 1.442  -0.02
9 C -3.671 2.842 2.145  -0.08
10 C -4.907 2.221 2.418  -0.08
11 C -5.158 0.952 1.981  -0.02
12 C -4.180 0.255 1.253  -0.20
13 N -4.432 -1.008 0.808  0.19
14 C -3.500 -1.622 0.137  -0.20
15 C -3.817 -3.022 -0.322  -0.22
16 N -5.182 -3.118 -0.822  0.01
17 H 0.338 -3.027 2.020  0.08
18 H -1.401 -3.200 1.969  0.07
19 H -0.662 -1.606 1.783  0.07
20 H -0.999 -3.820 -0.201  0.12
21 H 1.300 -4.072 -0.489  0.08
22 H 1.121 -2.599 -1.441  0.07
23 H 1.638 -2.503 0.239  0.07
24 H -0.337 -0.982 -0.967  0.10
25 H -1.416 -2.088 -1.781  0.12
26 H -1.751 2.643 1.224  0.11
27 H -3.480 3.847 2.492  0.10
28 H -5.667 2.748 2.976  0.10
29 H -6.098 0.455 2.174  0.11
30 H -3.616 -3.691 0.526  0.12
31 H -3.146 -3.319 -1.125  0.10
32 H -5.855 -3.114 -0.069  0.06
33 H -5.302 -3.960 -1.365  0.06
34 C 3.672 1.066 0.649  -0.11
35 C 3.297 1.211 2.012  -0.10
36 C 1.945 1.007 2.086  -0.14
37 N 1.489 0.745 0.825  0.02
38 C 2.532 0.777 -0.056  -0.16
39 H 4.667 1.161 0.245  0.08
40 H 3.945 1.441 2.840  0.09
41 H 1.272 1.024 2.926  0.11
42 H 0.529 0.556 0.583  0.10
43 H 2.370 0.582 -1.104  0.10
44 C 6.767 2.854 -3.236  -0.11
45 C 5.861 3.878 -3.627  -0.12
46 C 4.644 3.577 -3.076  -0.14
47 N 4.780 2.415 -2.369  0.01
48 C 6.068 1.966 -2.463  -0.15
49 H 7.810 2.779 -3.494  0.09
50 H 6.079 4.737 -4.239  0.09
51 H 3.699 4.090 -3.124  0.10
52 H 4.048 1.959 -1.855  0.10
53 H 6.378 1.059 -1.973  0.10

Output
ΔE to the lowest compared entry with this formula, charge and spin = 0.679 eV
HOMO level = -8.1 eV
LUMO = -0.2167 eV
electronic energy = -29665.536 eV
SMILES = CC(C)Cc1nc2ccccc2nc1CN.c1cc[nH]c1.c1cc[nH]c1
orbital gap = 7.917 eV



# 2
# C3H4O3S

2 unconnected molecules or ions with the total composition C3H4O3S (ωB97M-V/def2-TZVPD, OMol25).

Last column: Löwdin charge in e.
Atoms and positions in Å:
1 C -0.579 -1.361 0.905  -0.03
2 C 0.310 -0.851 -0.256  -0.06
3 C -0.335 0.073 0.639  -0.42
4 O 1.643 1.996 -0.547  -0.43
5 O -0.569 1.226 0.892  0.01
6 O -0.369 1.736 -1.868  -0.43
7 S 0.350 2.522 -0.884  0.89
8 H -1.463 -1.726 0.448  0.10
9 H -0.306 -1.859 1.839  0.11
10 H 1.344 -0.790 0.116  0.13
11 H -0.025 -0.966 -1.284  0.12

Output
ΔE to the lowest compared entry with this formula, charge and spin = 3.418 eV
HOMO level = -9.9 eV
LUMO = -0.1709 eV
electronic energy = -20150.956 eV
orbital gap = 9.696 eV



# 3
# C5H8BN

C5H8BN in the gas phase (ωB97M-V/def2-TZVPD, OMol25).

Last column: Löwdin charge in e.
Atoms and positions in Å:
1 B 1.809 0.625 0.677  0.02
2 C 0.741 0.895 -0.431  -0.20
3 C -0.755 0.987 -0.496  -0.18
4 N -1.480 0.664 0.797  0.08
5 C -1.167 -0.441 -0.142  -0.25
6 C 0.010 -1.263 0.337  -0.11
7 C 1.290 -0.507 -0.213  -0.18
8 H 2.105 1.033 1.702  0.04
9 H 1.178 1.152 -1.382  0.12
10 H -1.323 1.534 -1.211  0.13
11 H -2.383 1.014 0.640  0.06
12 H -1.926 -0.916 -0.698  0.12
13 H -0.024 -2.270 0.063  0.08
14 H -0.021 -1.470 1.381  0.10
15 H 1.946 -1.037 -1.025  0.15

Output
ΔE to the lowest compared entry with this formula, charge and spin = 3.934 eV
HOMO level = -8.8 eV
LUMO = 0.3991 eV
electronic energy = -7477.037 eV
SMILES = B1[C@@H]2[C@@H]3N[C@@H]3C[C@H]12
orbital gap = 9.191 eV



> Which of these has the lowest LUMO?

C21H27N5



> Among the records above, which one has the highest HOMO level?

C21H27N5